Computed, not measured: 19 unconnected molecules or ions with the total composition C78H204N10O29, with the ωB97M-V functional and the def2-TZVPD basis.

Summary:
- ΔE to the lowest compared entry with this formula, charge and spin: 0.1 kcal/mol
- LUMO: 0.3 eV
- F_max: 2.92 eV/A
- HOMO energy: -8.4 eV

Geometry as XYZ:
```
321
C78H204N10O29 (the ωB97M-V functional and the def2-TZVPD basis)
C -11.20070 -0.60717 3.15578
O -10.04035 -1.25599 2.61309
C -8.80174 -0.67625 2.94832
C -7.65025 -1.50259 2.25498
N -6.37606 -0.85146 2.45098
C -6.12582 0.26812 1.48140
C -4.85729 1.01457 1.71558
O -3.73417 0.24279 1.31796
C -2.51053 0.69968 1.85843
H -11.06408 -0.30219 4.19329
H -12.06164 -1.27564 3.15158
H -11.43717 0.32121 2.63587
H -8.71752 -0.64970 4.03473
H -8.80227 0.33071 2.53103
H -7.75075 -1.89554 1.24325
H -7.56738 -2.45834 2.77245
H -5.57517 -1.46439 2.50577
H -6.88775 1.03421 1.62513
H -6.09247 -0.13986 0.47118
H -4.90787 1.22145 2.78457
H -4.80732 1.95755 1.17115
H -2.50289 0.63136 2.94626
H -2.27620 1.73906 1.62851
H -1.75055 -0.02401 1.56380
C -4.84702 -4.22723 4.53468
O -4.99117 -3.54748 3.29629
C -3.79646 -2.95230 2.84617
C -3.73433 -3.02030 1.31825
N -3.61173 -4.36903 0.79945
C -2.28044 -4.94194 0.92860
C -2.21095 -6.37196 0.35513
O -2.77420 -7.25710 1.27810
C -3.03553 -8.57454 0.80282
H -4.36049 -3.63665 5.31095
H -4.24536 -5.13322 4.46199
H -5.80435 -4.53329 4.95652
H -2.93277 -3.50152 3.22101
H -3.68460 -1.91672 3.16736
H -2.89045 -2.38936 1.03918
H -4.63560 -2.52598 0.95567
H -4.24210 -4.82131 1.44611
H -2.12638 -4.99264 2.00647
H -1.50300 -4.30696 0.50377
H -1.14433 -6.54558 0.21267
H -2.65410 -6.47495 -0.63538
H -3.23372 -9.20248 1.67145
H -2.14954 -8.96383 0.30126
H -3.96001 -8.57191 0.22538
C 4.92667 5.97468 2.52018
O 4.34870 6.81261 1.52637
C 3.00182 6.47752 1.38714
C 2.29909 7.11745 0.13108
N 2.48652 8.56068 0.19192
C 1.92051 9.29270 -0.97218
C 2.89515 9.26112 -2.18196
O 4.05948 10.08239 -2.04342
C 5.05208 9.82334 -3.02260
H 5.98723 6.22627 2.51662
H 4.77365 4.92184 2.28310
H 4.53811 6.20442 3.51232
H 2.53361 6.77073 2.32678
H 2.89463 5.39680 1.29421
H 1.23815 6.86921 0.16083
H 2.74030 6.71239 -0.77961
H 3.47128 8.76381 0.09655
H 1.71392 10.31190 -0.64560
H 0.97789 8.83596 -1.27380
H 2.28067 9.52754 -3.04191
H 3.25317 8.23831 -2.29938
H 5.88203 10.48820 -2.78332
H 4.66390 10.00180 -4.02538
H 5.29041 8.76090 -2.97247
C -3.43947 5.04832 -1.73223
O -2.99554 4.84122 -0.41646
C -1.61397 5.14071 -0.28877
C -1.18157 4.92281 1.19062
N -1.92197 5.73390 2.14741
C -1.38914 7.09879 2.29238
C -1.92772 7.98153 3.32984
O -3.22538 8.39165 3.02471
C -3.65147 9.45072 3.89652
H -3.01592 4.23272 -2.31833
H -3.28176 6.02815 -2.18297
H -4.50675 4.86232 -1.85232
H -1.36736 6.12610 -0.68409
H -1.06677 4.46603 -0.94717
H -0.10303 4.85209 1.33148
H -1.42083 3.88733 1.43277
H -2.77778 5.84954 1.62365
H -1.51562 7.58366 1.32439
H -0.31650 7.02219 2.47036
H -1.23122 8.80610 3.48168
H -1.88494 7.43416 4.27147
H -2.96294 10.29518 3.86615
H -3.75859 9.09437 4.92104
H -4.63076 9.78880 3.55770
C -5.69086 -3.17823 -1.92637
O -6.59591 -3.83850 -2.83583
C -6.98003 -3.09647 -3.98889
C -7.80260 -4.02552 -4.91623
N -9.07627 -4.32803 -4.25021
C -10.02445 -5.14369 -4.97583
C -9.46025 -6.60447 -5.26032
O -9.38747 -7.24426 -3.96798
C -8.96446 -8.61318 -4.13482
H -4.68296 -3.19325 -2.34110
H -5.60910 -3.71906 -0.98354
H -5.97765 -2.17629 -1.60702
H -6.13632 -2.77109 -4.59749
H -7.61250 -2.23207 -3.78665
H -7.21785 -4.91318 -5.15752
H -7.97700 -3.52215 -5.86718
H -8.85706 -4.80438 -3.38699
H -10.28958 -4.76047 -5.96120
H -10.95590 -5.13652 -4.40975
H -8.43065 -6.62137 -5.61774
H -10.08479 -7.01576 -6.05335
H -7.89801 -8.63359 -4.35924
H -9.55192 -9.00619 -4.96459
H -9.23864 -9.22800 -3.27755
C -3.40862 -0.68182 6.67934
O -2.52739 -1.62967 6.09357
C -2.02215 -2.57857 7.01649
C -1.32668 -3.67499 6.17562
N -0.31880 -2.99545 5.32917
C 0.22771 -3.85986 4.32669
C 1.15187 -3.00509 3.48037
O 0.44451 -2.03179 2.79073
C 1.20277 -1.18615 1.94133
H -2.83779 -0.12298 7.42092
H -4.19803 -1.19709 7.22654
H -3.83473 -0.06995 5.88426
H -2.79657 -3.01136 7.64979
H -1.28928 -2.05667 7.63181
H -1.98721 -4.28964 5.56406
H -0.87558 -4.43380 6.81501
H -0.79439 -2.20235 4.92309
H -0.61816 -4.25083 3.76121
H 0.73038 -4.66515 4.86235
H 1.62487 -3.72690 2.81453
H 2.00550 -2.57663 4.00559
H 0.57303 -0.47568 1.40582
H 1.73757 -1.76481 1.18817
H 1.94573 -0.62297 2.50606
C 1.02143 -12.50227 -5.04483
O 0.44114 -11.52181 -4.18619
C 0.32265 -10.25674 -4.87224
C -0.35414 -9.14704 -4.01233
N 0.65068 -8.63512 -3.07770
C 0.10750 -7.59593 -2.25951
C -0.37784 -6.35504 -3.03643
O -1.81342 -6.38367 -3.20124
C -2.52030 -5.18900 -3.36193
H 2.04692 -12.17389 -5.21403
H 0.50462 -12.66735 -5.99022
H 0.95028 -13.49825 -4.60771
H -0.25371 -10.45945 -5.77491
H 1.26963 -9.92455 -5.29765
H -1.18079 -9.64397 -3.50458
H -0.77768 -8.40222 -4.68609
H 0.75494 -9.49007 -2.55018
H 0.92391 -7.13394 -1.70440
H -0.58618 -8.00522 -1.52508
H 0.03706 -6.25979 -4.03987
H -0.08283 -5.47516 -2.46470
H -2.76709 -4.74308 -2.39843
H -3.46165 -5.40544 -3.86703
H -1.98847 -4.48345 -4.00026
C 11.13099 0.18287 0.40380
O 10.65704 -0.78547 -0.55955
C 10.36947 -2.02091 0.10892
C 9.73545 -3.02080 -0.86001
N 8.44300 -2.60751 -1.48137
C 7.25819 -2.75008 -0.59467
C 5.95246 -2.32961 -1.27330
O 6.02281 -0.94621 -1.72190
C 5.10984 -0.69091 -2.80576
H 10.88600 1.15070 -0.03368
H 12.18183 0.22148 0.69075
H 10.57305 0.29799 1.33307
H 9.82962 -1.83207 1.03682
H 11.29757 -2.49789 0.42390
H 9.64040 -4.00536 -0.40208
H 10.45429 -3.12948 -1.67214
H 8.51467 -1.63586 -1.74757
H 7.36209 -2.07884 0.25782
H 7.19645 -3.75677 -0.18131
H 5.17454 -2.42068 -0.51525
H 5.75852 -3.01904 -2.09500
H 5.19789 0.34334 -3.13844
H 4.08591 -0.76924 -2.44034
H 5.18857 -1.32910 -3.68588
C -3.71901 0.82348 -6.10191
O -2.69826 -0.04201 -6.34691
C -1.94698 -0.41994 -5.15067
C -0.78340 -1.32084 -5.59265
N 0.18697 -1.64864 -4.54620
C 1.12085 -2.70935 -4.94985
C 2.11620 -3.08754 -3.79396
O 1.36614 -3.45448 -2.58986
C 2.18131 -3.54292 -1.45748
H -3.48790 1.75873 -5.59200
H -4.57641 0.36106 -5.61291
H -4.20299 0.99599 -7.06321
H -2.55593 -0.86359 -4.36299
H -1.49927 0.47372 -4.71590
H -0.25819 -0.91371 -6.45665
H -1.22541 -2.21794 -6.02617
H -0.15874 -1.74400 -3.60201
H 1.71716 -2.45262 -5.82541
H 0.59671 -3.63633 -5.18243
H 2.72577 -2.22357 -3.52919
H 2.79522 -3.85248 -4.17065
H 2.93399 -4.32854 -1.52370
H 1.63170 -3.87736 -0.57761
H 2.68077 -2.58926 -1.28670
C 3.01690 2.39693 2.43979
O 2.36250 1.79814 1.30855
C 2.90509 2.23764 0.02334
C 2.09710 1.67874 -1.16339
N 0.70665 2.05155 -1.05895
C -0.24267 1.33713 -1.90518
C -0.55992 -0.05341 -1.32729
O -1.37736 -0.79407 -2.20820
C -1.65238 -2.09046 -1.76218
H 2.68833 3.42721 2.57636
H 4.09479 2.45586 2.28880
H 2.84617 1.83255 3.35654
H 3.91205 1.82852 -0.05887
H 2.92246 3.32679 -0.01595
H 2.23234 0.59819 -1.11611
H 2.53772 2.11021 -2.06216
H 0.43417 2.04539 -0.08642
H 0.04429 1.35966 -2.95649
H -1.16666 1.91393 -1.86486
H -1.17315 0.09578 -0.43859
H 0.35238 -0.60722 -1.10570
H -1.85499 -2.12336 -0.69168
H -0.86766 -2.79136 -2.04688
H -2.50971 -2.42299 -2.34741
C 7.74714 2.17687 5.04267
C 6.93804 3.30069 4.43233
O 5.64110 2.88748 4.12062
H 7.84317 1.35694 4.33091
H 7.25129 1.84718 5.95566
H 8.73645 2.52288 5.34207
H 7.43930 3.68601 3.54443
H 6.96122 4.08661 5.18724
H 5.22309 2.47859 4.88198
C 4.21084 2.93627 8.20867
C 4.60205 1.71912 7.37569
O 4.19014 2.03799 6.04166
H 4.78970 3.84268 8.03132
H 4.61337 2.63680 9.17634
H 3.13666 3.11628 8.25148
H 4.05632 0.82139 7.66616
H 5.67671 1.54775 7.43770
H 3.25085 1.84596 5.99203
C 5.65211 3.99090 -2.95910
C 5.23612 5.42481 -3.23524
O 6.35040 6.23810 -2.97867
H 5.95012 3.81452 -1.92557
H 6.48519 3.64066 -3.56853
H 4.80959 3.31235 -3.09264
H 4.33677 5.72365 -2.69674
H 5.05150 5.52231 -4.30506
H 6.35489 6.49971 -2.05502
C -4.81847 0.31965 -2.37024
C -5.09467 1.80781 -2.34665
O -6.18967 1.99442 -1.52118
H -4.88169 -0.03723 -1.34226
H -3.76552 0.14888 -2.59437
H -5.37637 -0.40152 -2.96754
H -5.25570 2.25010 -3.32979
H -4.19832 2.27481 -1.93853
H -6.31739 2.93459 -1.37503
C -0.21566 0.73053 4.89656
C 1.13967 0.41665 5.47999
O 1.66549 1.61460 5.94318
H -0.23979 1.25785 3.94290
H -0.82550 1.30040 5.59759
H -0.76836 -0.19471 4.73357
H 1.79137 0.02357 4.69969
H 1.01189 -0.28631 6.30316
H 1.28355 2.31466 5.40872
C 2.86780 4.94689 5.50367
C 1.51238 5.24233 4.91468
O 0.95432 3.96948 4.61597
H 2.78265 4.51699 6.50169
H 3.41950 5.88670 5.52575
H 3.44682 4.34512 4.80317
H 1.62228 5.99267 4.13173
H 0.88393 5.77777 5.62633
H -0.00113 4.06104 4.63371
C 2.61070 2.46917 -5.98507
C 1.60004 1.50736 -5.53792
O 2.20178 0.30832 -5.08643
H 3.40651 2.72308 -5.28484
H 2.12714 3.39163 -6.30655
H 3.14860 2.08513 -6.85183
H 0.93806 1.28292 -6.37428
H 0.95484 1.95890 -4.78430
H 1.50739 -0.34426 -4.96996
C 7.58039 1.00115 0.10927
C 6.61261 0.49170 1.16616
O 7.35558 -0.06359 2.21921
H 7.09319 1.68115 -0.58954
H 8.09589 0.19811 -0.41751
H 8.35243 1.51912 0.67828
H 5.83307 -0.14546 0.74851
H 6.02592 1.32363 1.55576
H 6.80192 -0.72857 2.63498
C 1.14098 6.16927 -3.76434
C 0.87846 4.81660 -3.19044
O 1.38301 4.73262 -1.88520
H 2.21570 6.31559 -3.87239
H 0.59894 6.92798 -3.19986
H 0.70187 6.17112 -4.76198
H 1.39781 4.10263 -3.82967
H -0.20006 4.65914 -3.18013
H 1.09230 3.87091 -1.57774
```

Mulliken atomic charge list, values in e, 5 entries: -0.765, -0.336, -0.419, -0.495, -0.074